--- 1 ---
C5H15N2O | wB97M-V/def2-TZVPD

XYZ file:
```
23
C5H15N2O (wB97M-V/def2-TZVPD)
C 2.575 -0.058 1.118
C 1.957 -1.057 0.131
C 0.840 -0.539 -0.816
C 0.228 0.799 -0.460
N -1.366 2.839 0.757
C -1.470 1.587 1.129
N -0.739 0.637 0.625
H 2.804 0.858 0.567
H 1.942 0.143 1.981
H 3.518 -0.442 1.491
H 2.750 -1.504 -0.468
H 1.591 -1.936 0.679
H 1.251 -0.453 -1.811
H 0.041 -1.283 -0.808
H -0.267 1.285 -1.298
H 0.973 1.496 -0.083
H -0.701 3.166 0.071
H -2.022 3.530 1.087
H -2.214 1.345 1.870
H -0.804 -0.287 1.034
H -4.021 -3.866 -1.794
H -3.485 -2.653 -2.529
O -3.383 -3.606 -2.473
```

Its net charge is +1. The value obtained for the lowest unoccupied orbital energy is -3.3 eV. The value obtained for the HOMO energy is -13.8 eV.

---

--- 2 ---
C5H15N2O | wB97M-V/def2-TZVPD

XYZ file:
```
23
C5H15N2O (wB97M-V/def2-TZVPD)
C 1.520 -1.726 1.350
C 0.057 -1.226 1.480
C -0.323 -0.601 0.165
C -1.069 0.491 -0.001
N -1.519 0.936 -1.234
C -2.808 1.663 -1.087
N 2.311 -0.887 0.365
H 1.943 -1.664 2.362
H 1.651 -2.773 1.067
H -0.597 -2.110 1.624
H -0.024 -0.572 2.355
H -0.120 -1.255 -0.682
H -1.222 1.083 0.889
H -1.566 0.188 -1.912
H -2.852 2.540 -0.440
H -3.106 2.013 -2.088
H -3.594 0.938 -0.819
H 1.854 0.043 0.215
H 2.141 -1.290 -0.560
H 3.293 -0.735 0.580
H 0.628 1.307 -1.368
H 1.800 2.262 -0.978
O 1.602 1.377 -1.282
```

Its net charge is +1. The value obtained for the lowest unoccupied orbital energy is -3.0 eV. The value obtained for the HOMO energy is -12.1 eV.

---

--- 3 ---
C5H15N2O | wB97M-V/def2-TZVPD

XYZ file:
```
23
C5H15N2O (wB97M-V/def2-TZVPD)
C -1.780 2.098 -1.243
C 2.458 -0.665 0.172
C 0.550 -2.168 0.201
C -0.654 1.120 -0.851
C -0.401 1.197 0.614
N -1.292 0.900 1.508
N 1.173 -0.987 0.763
O 0.557 1.413 -1.487
H -1.510 3.111 -0.958
H -1.921 2.065 -2.319
H -2.720 1.832 -0.771
H 2.817 0.282 0.572
H 3.210 -1.440 0.367
H 2.337 -0.564 -0.906
H 0.401 -2.015 -0.868
H 1.167 -3.064 0.328
H -0.412 -2.340 0.681
H -0.985 0.095 -1.106
H 0.548 1.625 0.910
H -2.198 0.531 1.244
H -1.118 1.016 2.499
H 1.268 -1.087 1.771
H 0.401 1.672 -2.404
```

Its net charge is +1. The value obtained for the lowest unoccupied orbital energy is -4.2 eV. The value obtained for the HOMO energy is -12.7 eV.

---

--- 4 ---
C5H15N2O | wB97M-V/def2-TZVPD

XYZ file:
```
23
C5H15N2O (wB97M-V/def2-TZVPD)
C 1.846 0.478 -2.367
C 1.937 -0.031 -0.957
C 0.666 -0.810 -0.508
C -0.438 0.243 -0.285
N -2.440 1.773 1.306
C -1.602 0.892 1.819
N -0.638 0.329 1.174
H 1.851 -0.314 -3.122
H 0.999 1.120 -2.622
H 2.705 1.095 -2.648
H 2.861 -0.556 -0.732
H 2.003 0.813 -0.255
H 0.396 -1.437 -1.333
H 0.909 -1.450 0.340
H -1.369 0.078 -0.835
H -0.153 1.243 -0.621
H -2.278 2.117 0.369
H -3.390 1.869 1.621
H -1.703 0.622 2.863
H -0.011 -0.307 1.651
H -1.319 -2.327 1.257
H -0.380 -3.122 2.205
O -0.455 -2.318 1.679
```

Its net charge is +1. The value obtained for the lowest unoccupied orbital energy is -3.2 eV. The value obtained for the HOMO energy is -14.5 eV.

---

Most stable structure, least stable structure: 1, 3.

---

--- 1 ---
C5H15N2O | wB97M-V/def2-TZVPD

XYZ file:
```
23
C5H15N2O (wB97M-V/def2-TZVPD)
C -0.761 -1.441 -0.383
C 0.459 -0.992 0.294
C 1.546 -0.439 -0.582
C 2.867 -0.801 -0.487
C 0.825 2.033 -0.923
N 1.215 0.700 -1.541
N -1.507 -0.493 -1.255
H -1.330 -1.971 0.353
H -0.405 -2.389 -0.943
H 0.085 -0.303 1.062
H 0.783 -1.921 0.889
H 3.486 -0.445 -1.236
H 3.300 -1.491 0.187
H -0.062 2.316 -1.492
H 1.694 2.757 -1.058
H 0.594 1.922 0.163
H 0.491 0.323 -2.135
H -2.429 -0.903 -1.340
H -1.682 0.402 -0.580
H -1.596 1.197 0.727
H -1.987 0.791 2.849
H -3.294 0.607 3.657
O -2.293 0.540 3.772
```

Its net charge is +1. The value obtained for the lowest unoccupied orbital energy is -9.4 eV. The value obtained for the HOMO energy is -13.5 eV.

---

--- 2 ---
C5H15N2O | wB97M-V/def2-TZVPD

XYZ file:
```
23
C5H15N2O (wB97M-V/def2-TZVPD)
C -0.630 0.001 3.200
C -0.946 -0.205 1.709
C 0.203 0.268 0.795
C -0.193 1.168 -0.360
N -1.269 0.644 -1.208
C -1.076 -0.196 -2.181
N 0.088 -0.698 -2.495
H -1.518 -0.263 3.766
H 0.153 -0.710 3.499
H -0.333 1.003 3.473
H -1.116 -1.273 1.570
H -1.850 0.347 1.471
H 0.739 -0.604 0.416
H 0.908 0.831 1.410
H -0.524 2.137 -0.003
H 0.640 1.383 -1.022
H -2.213 0.928 -0.997
H -1.916 -0.459 -2.803
H 0.948 -0.587 -1.970
H 0.157 -1.388 -3.226
H 3.667 -1.156 -2.223
H 3.209 -0.240 -1.118
O 2.873 -0.932 -1.704
```

Its net charge is +1. The value obtained for the lowest unoccupied orbital energy is -2.9 eV. The value obtained for the HOMO energy is -14.8 eV.

---

Most stable structure, least stable structure: 2, 1.

---

--- 1 ---
C5H15N2O | wB97M-V/def2-TZVPD

XYZ file:
```
23
C5H15N2O (wB97M-V/def2-TZVPD)
C -0.044 0.822 2.458
C 0.460 0.986 1.101
C 1.370 0.131 0.458
C 1.936 -0.983 0.986
N 0.139 1.164 -2.540
C -0.628 -0.032 -2.208
N -1.627 0.283 -1.212
H -1.062 0.434 2.456
H -0.080 1.798 2.954
H 0.571 0.141 3.046
H 0.182 1.879 0.557
H 0.431 1.262 -3.503
H 0.046 -0.761 -1.764
H 1.636 0.395 -0.555
H 1.888 -1.249 2.037
H 2.624 -1.516 0.360
H -0.325 1.998 -2.232
H -1.051 -0.491 -3.107
H -2.564 0.401 -1.540
H -1.563 -0.310 -0.409
H -1.158 -2.794 1.110
H -0.148 -1.621 0.872
O -1.031 -1.939 0.675
```

Its net charge is +1. The value obtained for the lowest unoccupied orbital energy is -7.0 eV. The value obtained for the HOMO energy is -12.3 eV.

---

--- 2 ---
C5H15N2O | wB97M-V/def2-TZVPD

XYZ file:
```
23
C5H15N2O (wB97M-V/def2-TZVPD)
C -1.713 -0.996 -0.376
C -1.093 2.572 1.098
C 1.980 -2.064 -0.865
C 1.170 0.342 -0.993
C -1.208 0.131 0.462
N -1.632 1.390 0.382
N 1.893 -0.689 -0.197
O -0.462 -0.199 1.565
H -0.931 -1.655 -0.244
H -2.686 -1.290 0.011
H -2.000 -0.688 -1.277
H -0.110 2.196 1.216
H -1.262 3.468 0.527
H -1.663 2.597 1.945
H 1.045 -2.551 -1.233
H 2.438 -1.917 -1.751
H 2.520 -2.842 -0.419
H 1.296 1.439 -0.557
H 1.406 0.262 -1.976
H -2.483 1.577 -0.157
H 1.397 -0.911 0.582
H 2.904 -0.395 -0.101
H -0.804 0.225 2.358
```

Its net charge is +1. The value obtained for the lowest unoccupied orbital energy is -3.2 eV. The value obtained for the HOMO energy is -10.5 eV.

---

Most stable structure, least stable structure: 1, 2.

---

--- 1 ---
CH4N2 | wB97M-V/def2-TZVPD

XYZ file:
```
7
CH4N2 (wB97M-V/def2-TZVPD)
C -0.643 -0.522 0.758
N -0.608 0.167 -0.364
N 0.573 0.414 -0.980
H -1.689 -0.632 1.191
H 0.130 -0.843 1.419
H 0.619 1.423 -1.327
H 1.617 -0.007 -0.696
```

Its structure (SMILES) is C=NN. The value obtained for the lowest unoccupied orbital energy is 1.1 eV. The value obtained for the HOMO energy is -8.7 eV.

---

--- 2 ---
CH4N2 | wB97M-V/def2-TZVPD

XYZ file:
```
7
CH4N2 (wB97M-V/def2-TZVPD)
H 1.485 0.345 -0.096
N 1.077 -0.520 -0.524
C -0.196 -0.412 -0.202
N -0.757 0.632 0.569
H -0.954 -1.160 -0.254
H -0.021 1.192 1.035
H -1.576 1.310 0.213
```

Its structure (SMILES) is [H]/N=C\N. The value obtained for the lowest unoccupied orbital energy is 1.0 eV. The value obtained for the HOMO energy is -9.6 eV.

---

--- 3 ---
CH4N2 | wB97M-V/def2-TZVPD

XYZ file:
```
7
CH4N2 (wB97M-V/def2-TZVPD)
C -0.012 0.439 -0.963
N -0.619 0.527 0.136
N 0.005 -0.172 1.191
H -0.339 0.998 -1.830
H 0.880 -0.217 -0.957
H 0.750 -0.764 0.768
H -0.666 -0.810 1.655
```

Its structure (SMILES) is C=NN. The value obtained for the lowest unoccupied orbital energy is 1.2 eV. The value obtained for the HOMO energy is -9.5 eV.

---

Most stable structure, least stable structure: 2, 1.

---

--- 1 ---
C3H9F2N2O | wB97M-V/def2-TZVPD

XYZ file:
```
17
C3H9F2N2O (wB97M-V/def2-TZVPD)
C 0.607 -0.522 2.379
C -0.594 0.199 0.495
C 2.303 0.125 -0.194
N 0.466 -0.051 1.047
N -0.043 1.267 -2.883
O -1.734 0.106 0.979
F 2.495 1.416 -0.272
F 2.973 -0.476 0.668
H 1.619 -0.308 2.746
H -0.186 -0.051 3.112
H 0.379 -1.613 2.359
H -0.487 0.605 -0.580
H 2.112 -0.318 -1.140
H -0.289 0.326 -3.040
H -0.944 1.645 -3.109
H 0.476 1.667 -3.652
H -1.725 -0.492 1.829
```

Its net charge is +1. The value obtained for the lowest unoccupied orbital energy is -5.2 eV. The value obtained for the HOMO energy is -14.3 eV.

---

--- 2 ---
C3H9F2N2O | wB97M-V/def2-TZVPD

XYZ file:
```
17
C3H9F2N2O (wB97M-V/def2-TZVPD)
C -0.959 1.529 -0.554
C 1.035 -0.830 -0.594
C -1.683 -0.574 0.490
N -0.697 0.352 0.211
N 1.467 -0.704 0.848
O 0.594 -1.822 -1.307
F -2.223 -1.095 -0.681
F -0.974 -1.637 1.058
H -1.700 1.278 -1.265
H -1.536 2.355 0.024
H -0.093 2.072 -0.801
H 1.270 -0.148 -1.326
H -2.611 -0.116 0.953
H 0.886 0.119 1.008
H 1.224 -1.542 1.389
H 2.453 -0.682 0.871
H 0.519 -2.599 -0.756
```

Its net charge is +1. The value obtained for the lowest unoccupied orbital energy (alpha / beta) is -4.9 / -4.9 eV. The value obtained for the HOMO energy (alpha / beta) is -13.1 / -13.1 eV.

---

Most stable structure, least stable structure: 1, 2.

---

--- 1 ---
C4H6O | wB97M-V/def2-TZVPD

XYZ file:
```
11
C4H6O (wB97M-V/def2-TZVPD)
C 1.973 -0.200 0.028
C 0.671 -0.412 -0.335
O 0.280 -1.427 -0.976
C -0.349 0.324 0.424
C -1.763 0.307 -0.116
H 2.712 -0.752 -0.546
H 2.318 0.568 0.668
H -2.628 0.549 0.535
H 0.051 1.120 1.150
H -1.929 0.608 -1.162
H -1.337 -0.685 0.330
```

The value obtained for the lowest unoccupied orbital energy is -1.9 eV. The value obtained for the HOMO energy is -7.9 eV.

---

--- 2 ---
C4H6O | wB97M-V/def2-TZVPD

XYZ file:
```
11
C4H6O (wB97M-V/def2-TZVPD)
C 1.392 -0.215 1.402
O 0.229 -0.655 0.686
C 0.021 0.018 -0.425
C -1.146 0.158 -1.134
C -2.270 -0.678 -1.234
H 2.296 -0.403 0.814
H 1.425 -0.775 2.335
H 1.312 0.856 1.620
H -1.051 1.123 -1.639
H 0.871 0.629 -0.739
H -3.078 -0.059 -1.685
```

The value obtained for the lowest unoccupied orbital energy (alpha / beta) is -0.5 / -0.5 eV. The value obtained for the HOMO energy (alpha / beta) is -7.8 / -7.8 eV.

---

--- 3 ---
C4H6O | wB97M-V/def2-TZVPD

XYZ file:
```
11
C4H6O (wB97M-V/def2-TZVPD)
C 2.141 0.343 -0.548
C 0.956 0.415 -0.351
C -0.492 0.377 -0.107
C -0.841 -1.087 0.121
O -0.890 1.139 1.021
H 3.179 0.458 -0.749
H -1.013 0.752 -1.005
H -1.919 -1.236 0.094
H -0.453 -1.408 1.092
H -0.348 -1.668 -0.657
H -0.321 1.915 1.089
```

Its structure (SMILES) is C#C[C@@H](C)O. The value obtained for the lowest unoccupied orbital energy is 0.9 eV. The value obtained for the HOMO energy is -10.2 eV.

---

--- 4 ---
C4H6O | wB97M-V/def2-TZVPD

XYZ file:
```
11
C4H6O (wB97M-V/def2-TZVPD)
O -0.281 0.133 -2.125
C -0.333 -0.414 -0.994
C 0.112 0.370 0.139
C 0.938 -0.371 1.251
C -0.425 0.310 1.517
H -0.886 -1.353 -0.833
H 0.503 1.286 -0.192
H 1.970 -0.075 1.648
H 0.794 -1.463 1.119
H -1.394 -0.201 1.905
H -0.497 1.365 1.872
```

Its structure (SMILES) is O=CC1CC1. The value obtained for the lowest unoccupied orbital energy is 0.9 eV. The value obtained for the HOMO energy is -9.8 eV.

---

Most stable structure, least stable structure: 4, 1.

---

--- 1 ---
C4H6O | wB97M-V/def2-TZVPD

XYZ file:
```
11
C4H6O (wB97M-V/def2-TZVPD)
C -0.061 1.478 -0.991
C 0.094 0.760 0.218
O 0.073 1.170 1.371
C 0.420 -0.704 -0.019
C 0.084 -1.538 0.969
H -0.405 2.509 -0.954
H 0.266 1.138 -1.964
H -1.451 -0.289 -0.674
H 1.116 -0.893 -0.834
H -0.201 -1.019 1.872
H 0.065 -2.613 1.007
```

The value obtained for the lowest unoccupied orbital energy is -1.8 eV. The value obtained for the HOMO energy is -8.8 eV.

---

--- 2 ---
C4H6O | wB97M-V/def2-TZVPD

XYZ file:
```
11
C4H6O (wB97M-V/def2-TZVPD)
C 0.659 0.899 -0.051
C 1.030 -0.357 0.149
C -0.152 -1.257 0.086
O -1.273 -0.371 0.137
C -0.846 0.984 -0.036
H 1.306 1.745 -0.256
H 2.011 -0.809 0.094
H -0.333 -2.011 0.855
H 0.099 -1.859 -0.825
H -1.211 1.622 0.791
H -1.275 1.393 -0.966
```

Its structure (SMILES) is C1=CCOC1. The value obtained for the lowest unoccupied orbital energy is 1.1 eV. The value obtained for the HOMO energy is -9.0 eV.

---

Most stable structure, least stable structure: 2, 1.